{"formula": "C5H11NO", "method": "the ωB97M-V functional and the def2-TZVPD basis", "gap_ev": 10.387, "e_homo_ev": -9.499, "molar_mass_g_mol": 101.1, "relative_energy_kcal_mol": 19.9, "lumo_energy_ev": 0.8877, "energy_ev": -8900.83537, "max_force_ha_per_bohr": 0.0039, "smiles": "C=C(C)C.NC=O", "species": ["C", "C", "C", "C", "H", "H", "H", "H", "H", "H", "H", "H", "N", "C", "O", "H", "H", "H"], "xyz": [[0.0340, 0.4115, -1.7614], [-0.8531, -0.0806, -0.9045], [-0.8119, -1.5116, -0.4565], [-1.9582, 0.7599, -0.3342], [-0.0155, 1.4428, -2.0892], [0.8166, -0.2086, -2.1783], [-0.6417, -1.5807, 0.6218], [-0.0146, -2.0611, -0.9513], [-1.7619, -2.0112, -0.6584], [-1.9247, 1.7784, -0.7168], [-1.9029, 0.7921, 0.7575], [-2.9357, 0.3352, -0.5737], [1.4677, 0.7907, 1.5313], [2.4218, -0.1699, 1.6423], [2.4194, -1.2116, 1.0292], [1.6429, 1.7095, 1.9000], [0.8197, 0.7342, 0.7569], [3.1980, 0.0809, 2.3853]], "atomic_forces_ev_per_a": [[0.0, 0.1, -0.1], [-0.1, -0.1, 0.0], [0.0, -0.1, 0.1], [0.0, 0.0, 0.1], [0.0, 0.0, 0.0], [0.0, 0.0, 0.0], [0.0, 0.0, 0.0], [0.0, 0.0, 0.0], [0.0, 0.0, 0.0], [0.0, 0.0, 0.0], [0.0, 0.0, 0.0], [0.0, 0.0, 0.0], [0.0, 0.2, -0.1], [-0.1, 0.0, 0.0], [0.0, 0.0, 0.0], [0.0, -0.1, 0.1], [0.0, -0.1, -0.1], [0.0, 0.0, 0.0]], "lowdin_charge": [0.025, -0.459, -0.074, -0.078, 0.061, 0.066, 0.080, 0.077, 0.080, 0.073, 0.079, 0.081, 0.128, -0.423, 0.008, 0.091, 0.064, 0.122]}